{"formula": "C24H33N3O3", "method": "ωB97M-V/def2-TZVPD", "symbols": ["N", "C", "C", "C", "C", "C", "H", "H", "H", "H", "H", "N", "C", "C", "C", "C", "C", "H", "H", "H", "H", "H", "N", "C", "C", "C", "C", "C", "H", "H", "H", "H", "H", "C", "C", "O", "C", "H", "H", "H", "H", "H", "H", "C", "C", "O", "C", "H", "H", "H", "H", "H", "H", "C", "C", "O", "C", "H", "H", "H", "H", "H", "H"], "coordinates": [[-20.33215, 16.89710, -21.30134], [-20.32732, 18.05197, -20.54596], [-20.33812, 17.98645, -19.15698], [-20.43664, 16.79814, -18.45933], [-20.48828, 15.66285, -19.25398], [-20.42650, 15.74644, -20.64677], [-20.26969, 18.95856, -21.13005], [-20.22849, 18.90073, -18.59264], [-20.49656, 16.76847, -17.38140], [-20.55144, 14.68390, -18.80225], [-20.38685, 14.86297, -21.26670], [-15.82842, 12.11106, -17.06562], [-15.24639, 10.98572, -16.62439], [-15.18746, 10.65179, -15.25157], [-15.71117, 11.51984, -14.33105], [-16.32259, 12.71458, -14.74313], [-16.36121, 12.97381, -16.12166], [-14.97404, 10.24509, -17.36174], [-14.81947, 9.69501, -14.91163], [-15.82959, 11.27302, -13.28632], [-16.86843, 13.33919, -14.05153], [-16.92625, 13.84638, -16.41451], [-16.18391, 15.95998, -14.72827], [-17.32464, 15.94230, -14.02071], [-18.52509, 16.64429, -14.37658], [-18.44943, 17.33762, -15.58117], [-17.31906, 17.30294, -16.35591], [-16.19073, 16.66647, -15.86700], [-17.35976, 15.56470, -13.00948], [-19.39168, 16.76317, -13.74312], [-19.29665, 17.91097, -15.92742], [-17.27210, 17.89723, -17.25647], [-15.34718, 16.67843, -16.54131], [-19.63979, 11.81192, -12.62425], [-19.24461, 12.83014, -11.63044], [-19.19966, 14.02043, -11.97532], [-18.97578, 12.46782, -10.18629], [-20.67529, 11.52800, -12.43657], [-19.09100, 10.87426, -12.71220], [-19.79610, 12.25233, -13.60898], [-19.87811, 12.04717, -9.74248], [-18.75954, 13.41367, -9.68960], [-18.15320, 11.77815, -9.99707], [-12.53764, 19.50563, -15.48377], [-12.95245, 19.36845, -14.04831], [-12.20941, 19.63969, -13.09566], [-14.35808, 19.02088, -13.86385], [-12.78517, 20.51262, -15.81965], [-13.07189, 18.76953, -16.08447], [-11.46422, 19.31946, -15.51854], [-15.10180, 19.63950, -14.36613], [-14.53394, 19.10863, -12.79171], [-14.58198, 18.01428, -14.21702], [-14.66288, 14.67047, -19.37594], [-15.76272, 15.65538, -19.31960], [-15.56788, 16.82699, -19.20454], [-17.15967, 15.08420, -19.22265], [-14.75828, 13.80897, -18.71502], [-13.79535, 15.27439, -19.10991], [-14.57109, 14.27003, -20.38556], [-17.66515, 14.91014, -20.17254], [-17.71081, 15.88605, -18.73134], [-17.13362, 14.18335, -18.60955]], "mulliken_charge": [-0.65, -0.34, -0.22, -0.27, -0.38, -0.22, 0.38, 0.36, 0.52, 0.35, 0.45, -0.36, -0.36, -0.42, -0.36, -0.40, 0.16, 0.35, 0.34, 0.39, 0.29, 0.25, -0.50, -0.78, -0.39, -0.68, -0.26, -0.92, 0.55, 0.47, 0.57, 0.54, 0.58, -1.22, 0.86, -0.52, -1.15, 0.39, 0.33, 0.32, 0.32, 0.32, 0.33, -0.89, 0.77, -0.63, -0.78, 0.26, 0.22, 0.31, 0.32, 0.33, 0.11, -1.13, 0.61, -0.59, -0.12, 0.16, 0.37, 0.36, 0.50, -0.26, 0.06], "molar_mass_g_mol": 411.55, "relative_energy_ev": 0.000, "spin_multiplicity": 2, "max_force_ha_per_bohr": 0.0688, "lumo_energy_ev": [2.49, 2.44], "s2": 0.759, "homo_lumo_gap_ev": [2.3, 7.2], "charge": -1}

---

{"formula": "C7H12N3OS", "method": "ωB97M-V/def2-TZVPD", "symbols": ["C", "C", "C", "C", "C", "C", "C", "N", "N", "N", "O", "S", "H", "H", "H", "H", "H", "H", "H", "H", "H", "H", "H", "H"], "coordinates": [[-0.04073, -0.04974, 0.24424], [0.42713, -0.80436, -2.46560], [-0.25168, 0.12850, 1.71922], [-0.43638, 1.61714, 2.02763], [0.58904, 2.45533, 1.26745], [0.42063, 2.23413, -0.23985], [-0.61247, -2.89125, -2.07547], [-0.27488, -1.32912, -0.24234], [-0.01647, -1.63874, -1.60832], [0.27374, 0.85220, -0.57774], [-0.11609, -2.41191, 0.57131], [0.93174, -0.06885, -3.71597], [-1.12184, -0.44570, 2.04050], [0.62242, -0.25917, 2.25191], [-1.43992, 1.92118, 1.73203], [-0.33504, 1.77634, 3.10237], [0.44720, 3.51224, 1.49054], [1.60023, 2.18092, 1.57458], [-0.46960, 2.75149, -0.60632], [1.28271, 2.60440, -0.79819], [-0.58753, -3.61812, -1.26757], [-1.64948, -2.72293, -2.37102], [-0.05001, -3.26764, -2.92615], [0.80729, -2.52635, 0.87274]], "mulliken_charge": [0.37, 0.72, -0.39, -0.72, -0.57, -0.72, -0.75, 0.12, 0.00, -0.45, -0.43, -0.16, 0.37, 0.29, 0.33, 0.31, 0.35, 0.31, 0.36, 0.33, 0.27, 0.34, 0.36, 0.37], "molar_mass_g_mol": 186.26, "relative_energy_ev": 4.606, "max_force_ha_per_bohr": 0.0408, "lumo_energy_ev": -5.05, "homo_lumo_gap_ev": 8.1, "charge": 1}

---

{"formula": "C4H4S", "method": "ωB97M-V/def2-TZVPD", "symbols": ["C", "C", "C", "C", "S", "H", "H", "H", "H"], "coordinates": [[-1.35404, 0.51280, -0.13158], [-1.13186, -0.73335, -0.03938], [1.27041, 0.04862, 0.52934], [0.13782, 0.12915, -0.33345], [2.69603, -0.18631, -0.12693], [-1.62917, 1.51300, -0.01664], [-1.62720, -1.67574, -0.05577], [1.01320, 0.22552, 1.50324], [0.62480, 0.16631, -1.32883]], "mulliken_charge": [-0.27, -0.39, -0.19, -0.31, -0.30, 0.44, 0.35, 0.38, 0.29], "molar_mass_g_mol": 84.14, "relative_energy_ev": 3.853, "smiles": "S=CC1C=C1", "max_force_ha_per_bohr": 0.0594, "lumo_energy_ev": 0.05, "homo_lumo_gap_ev": 8.6}

---

{"formula": "C2H3ClO2S", "method": "ωB97M-V/def2-TZVPD", "symbols": ["C", "C", "O", "O", "S", "Cl", "H", "H", "H"], "coordinates": [[0.67333, -0.27449, -0.58131], [-0.77194, -0.38512, -0.23487], [0.53077, 0.08501, 2.21347], [0.07320, 1.98364, 0.63301], [0.22844, 0.55186, 0.88685], [-1.99771, 0.49534, -1.00412], [1.12043, -1.25223, -0.61716], [1.11869, 0.31798, -1.33193], [-0.97521, -1.52199, 0.03606]], "mulliken_charge": [-0.47, -0.04, -0.59, -0.55, 0.91, -0.13, 0.26, 0.31, 0.30], "molar_mass_g_mol": 126.56, "relative_energy_ev": 2.326, "smiles": "O=S1(=O)C[C@@H]1Cl", "max_force_ha_per_bohr": 0.0627, "lumo_energy_ev": 0.45, "homo_lumo_gap_ev": 10.7}